{"formula": "C42H48As2N4OSTl", "method": "ωB97M-V with the def2-TZVPD basis set", "symbols": ["Tl", "C", "C", "As", "C", "C", "C", "C", "C", "C", "C", "C", "C", "C", "C", "C", "As", "C", "C", "C", "C", "C", "C", "C", "C", "C", "C", "C", "C", "H", "H", "H", "H", "H", "H", "H", "H", "H", "H", "H", "H", "H", "H", "H", "H", "H", "H", "H", "H", "H", "H", "H", "H", "C", "N", "N", "C", "O", "C", "C", "C", "C", "C", "C", "C", "C", "C", "H", "H", "H", "H", "H", "H", "H", "H", "H", "H", "H", "H", "C", "C", "N", "C", "S", "N", "C", "C", "H", "H", "H", "H", "H", "H", "H", "H", "H", "H", "H", "H"], "coordinates": [[0.21020, 0.41190, 2.25850], [-0.63800, 0.09140, -2.90430], [-0.03710, -0.82970, -1.86660], [-1.00550, -1.37790, -0.21290], [-2.35830, -2.67900, -0.83230], [-2.10370, -4.04790, -0.84620], [-3.05130, -4.90540, -1.37560], [-4.25890, -4.42010, -1.85110], [-4.52330, -3.05950, -1.81780], [-3.57720, -2.19780, -1.29280], [0.21000, -2.64540, 0.63910], [-0.17070, -3.07610, 1.91130], [0.47210, -4.13860, 2.52250], [1.53390, -4.75860, 1.88150], [1.95840, -4.29380, 0.64640], [1.30310, -3.24380, 0.02330], [-1.50570, 1.85750, -2.34770], [-3.23750, 1.29520, -1.61870], [-4.28000, 1.15690, -2.53900], [-5.56420, 0.86130, -2.11620], [-5.82520, 0.72180, -0.75950], [-4.79260, 0.81970, 0.15970], [-3.50440, 1.10850, -0.25970], [-0.66440, 2.51570, -0.71070], [0.67790, 2.33350, -0.38550], [1.20500, 2.92450, 0.75750], [0.41580, 3.75250, 1.55010], [-0.90040, 4.00510, 1.18330], [-1.42800, 3.40140, 0.06000], [-1.42360, -0.40470, -3.48770], [0.13740, 0.41420, -3.60830], [0.91140, -0.43890, -1.49530], [0.13840, -1.80220, -2.34140], [-1.16760, -4.44580, -0.47890], [-2.84270, -5.96350, -1.40630], [-5.00340, -5.10260, -2.22890], [-5.46760, -2.67480, -2.17160], [-3.77910, -1.13820, -1.23210], [-1.01180, -2.59320, 2.40500], [0.13910, -4.49610, 3.48450], [2.02070, -5.60660, 2.33830], [2.79360, -4.76970, 0.15490], [1.63160, -2.91640, -0.95350], [-4.07290, 1.30130, -3.59350], [-6.36040, 0.75020, -2.83710], [-6.83630, 0.55680, -0.42280], [-4.99310, 0.67860, 1.20990], [-2.70660, 1.20090, 0.47310], [1.32310, 1.75680, -1.03440], [2.25160, 2.80620, 0.99070], [0.85020, 4.26600, 2.39340], [-1.49630, 4.70970, 1.74260], [-2.43580, 3.64380, -0.25320], [6.60350, -0.45520, 1.84560], [5.45370, -0.20340, 1.02480], [4.16540, -0.26570, 1.46570], [3.30450, -0.09700, 0.38740], [2.05670, -0.11910, 0.50380], [4.14310, 0.09260, -0.73660], [5.45060, -0.00110, -0.30950], [6.69080, 0.06590, -1.10560], [3.71920, -0.35180, 2.79800], [4.19160, 0.49910, 3.79260], [3.64800, 0.42480, 5.06530], [2.62220, -0.46700, 5.34520], [2.15140, -1.31510, 4.35280], [2.70100, -1.26720, 3.07840], [6.31340, -0.99210, 2.74720], [7.09390, 0.47930, 2.12790], [7.32520, -1.05630, 1.29030], [3.82990, 0.25880, -1.74610], [6.45270, 0.36560, -2.12190], [7.18120, -0.90810, -1.13640], [7.39590, 0.77620, -0.67930], [4.97280, 1.21150, 3.57620], [4.02620, 1.07650, 5.83690], [2.20080, -0.51290, 6.33700], [1.39800, -2.05380, 4.57840], [2.39220, -1.96610, 2.31660], [-3.92880, -1.42760, 3.09240], [-3.99070, -0.76800, 4.46670], [-4.22310, 0.66180, 4.38690], [-3.32100, 1.59540, 4.65880], [-1.67980, 1.17410, 4.95120], [-3.63430, 2.88500, 4.69510], [-4.90010, 3.48740, 4.30400], [-4.93330, 3.74880, 2.79940], [-3.70500, -2.48260, 3.21850], [-3.16230, -0.96860, 2.45900], [-4.88660, -1.36430, 2.58590], [-3.05160, -0.93090, 4.99970], [-4.80240, -1.21110, 5.04810], [-5.18480, 0.94850, 4.25400], [-2.88220, 3.52000, 4.93220], [-4.99870, 4.43210, 4.83750], [-5.73160, 2.84910, 4.61370], [-4.17770, 4.48100, 2.52660], [-5.90240, 4.14460, 2.51440], [-4.75520, 2.83620, 2.23490]], "forces_ev_per_a": [[0.39, -0.31, -0.35], [0.02, 0.17, -0.79], [0.09, -0.16, 0.66], [-0.31, -0.11, 0.20], [0.46, 0.34, 0.13], [0.19, 0.21, -0.14], [-0.03, -0.15, 0.10], [-0.10, 0.06, -0.03], [0.00, -0.13, 0.15], [0.11, 0.32, -0.02], [0.03, 0.08, -0.13], [-0.23, 0.31, -0.20], [0.13, -0.05, 0.05], [-0.06, 0.01, 0.08], [0.15, -0.02, -0.05], [-0.14, 0.08, -0.09], [-0.14, -1.41, 1.93], [0.19, 0.47, -0.50], [0.14, 0.03, -0.27], [0.05, -0.05, -0.05], [0.00, 0.05, -0.11], [0.17, 0.05, -0.10], [0.31, 0.32, 0.36], [-0.14, 0.34, -0.64], [0.15, -0.11, -0.33], [-0.03, 0.16, -0.10], [0.03, 0.05, -0.26], [0.00, -0.05, 0.09], [-0.30, 0.03, -0.14], [0.01, 0.26, 0.15], [-0.16, -0.11, 0.10], [-0.04, -0.11, 0.02], [0.01, 0.20, -0.27], [0.01, -0.02, 0.00], [-0.03, -0.12, 0.00], [-0.04, -0.09, -0.11], [-0.09, 0.01, -0.06], [-0.08, -0.09, -0.11], [-0.07, -0.12, 0.01], [-0.04, -0.02, 0.12], [0.07, -0.04, 0.05], [0.07, -0.04, -0.06], [0.04, -0.01, -0.05], [-0.15, -0.02, -0.03], [-0.04, 0.06, -0.05], [-0.11, -0.13, 0.03], [0.00, -0.04, 0.12], [-0.17, -0.04, -0.13], [0.03, -0.06, 0.13], [0.14, -0.13, 0.00], [0.05, 0.00, 0.15], [-0.05, 0.06, 0.06], [-0.05, 0.01, 0.08], [0.60, 0.00, 0.49], [0.34, 0.18, -0.74], [-0.83, -0.14, -0.47], [0.92, 0.01, 0.00], [-0.96, 0.24, 0.21], [-0.09, -0.07, 0.24], [-0.60, -0.02, 0.48], [0.23, -0.04, -0.01], [-0.13, 0.01, 0.45], [-0.08, -0.12, -0.21], [-0.07, 0.01, 0.04], [-0.01, 0.09, 0.01], [0.14, 0.05, -0.03], [0.28, -0.04, 0.05], [0.02, -0.02, -0.10], [-0.05, -0.05, 0.08], [-0.15, -0.02, 0.07], [-0.11, 0.00, -0.21], [0.05, 0.00, -0.02], [0.02, -0.02, -0.04], [0.06, 0.08, -0.02], [0.09, 0.09, -0.03], [0.03, 0.05, 0.10], [0.01, -0.02, 0.13], [-0.13, -0.09, 0.01], [-0.06, -0.07, -0.10], [0.02, 0.18, 0.19], [0.19, -0.92, -0.18], [0.06, 0.58, 0.18], [-0.95, 0.32, -0.32], [0.95, -0.03, 0.26], [0.35, -0.07, 0.11], [-0.39, 0.14, -0.24], [0.01, -0.08, 0.14], [0.07, -0.13, -0.04], [0.00, -0.04, 0.02], [-0.13, 0.03, -0.16], [-0.31, 0.00, 0.01], [0.10, 0.11, 0.05], [0.06, 0.08, -0.04], [0.01, -0.17, -0.06], [-0.01, -0.14, 0.14], [0.07, 0.09, 0.09], [0.07, 0.06, -0.04], [-0.13, 0.05, -0.02], [0.01, -0.09, -0.08]], "lowdin_charge": [0.857, -0.342, -0.393, 1.272, -0.354, -0.085, -0.053, -0.050, -0.060, -0.120, -0.463, -0.169, -0.071, -0.049, -0.052, -0.103, 1.526, -0.398, -0.100, -0.039, -0.030, -0.084, -0.161, -0.385, -0.125, -0.129, -0.071, -0.057, -0.117, 0.080, 0.075, 0.035, 0.093, 0.100, 0.118, 0.118, 0.110, 0.047, 0.080, 0.117, 0.120, 0.119, 0.107, 0.113, 0.127, 0.124, 0.084, 0.066, 0.105, 0.121, 0.126, 0.114, 0.113, 0.022, -0.051, 0.065, -0.405, -0.202, 0.070, -0.238, 0.011, -0.196, 0.004, -0.042, -0.061, -0.104, -0.072, 0.104, 0.109, 0.107, 0.116, 0.097, 0.105, 0.101, 0.125, 0.121, 0.117, 0.108, 0.097, -0.064, -0.232, 0.053, -0.705, 0.817, 0.031, -0.185, -0.047, 0.090, 0.049, 0.078, 0.076, 0.141, 0.154, 0.142, 0.139, 0.124, 0.076, 0.095, 0.048], "lumo_energy_ev": [-11.0, -11.3], "e_homo_ev": [-15.02, -14.99], "de_lowest_kj_mol": 242.0, "total_charge": 3, "homo_lumo_gap_ev": [4.0, 3.7]}